Entry 1:
Below is a structure of composition C14H23F5O11SV at a distorted geometry, with properties calculated with the ωB97M-V functional and the def2-TZVPD basis.

Last column: Löwdin spin population.
Atoms and positions in Å:
O  5.4137  -26.2726  -13.4389  -0.169
V  6.1052  -25.9595  -14.8418  1.124
F  4.2142  -25.2496  -15.5183  0.018
F  6.4728  -26.4434  -16.8882  -0.001
C  7.6783  -23.6085  -13.2146  0.000
O  7.1846  -24.0323  -14.4410  0.012
H  6.9205  -23.8114  -12.4379  0.000
H  8.6063  -24.1179  -12.9177  0.001
H  7.8252  -22.5178  -13.2006  -0.001
C  9.2109  -29.5359  -14.5599  0.000
F  9.4445  -29.6758  -13.2557  0.000
F  10.2056  -30.0704  -15.2538  0.000
F  8.0646  -30.1683  -14.8425  0.000
S  9.1414  -27.6776  -14.9248  0.002
O  9.3451  -27.4988  -16.3592  0.001
O  7.8071  -27.2188  -14.5042  0.012
O  10.2652  -27.2130  -14.1030  0.002
O  8.4543  -28.6359  -9.5246  0.000
C  7.8126  -28.3431  -10.5122  0.000
O  7.0403  -29.2011  -11.1890  0.000
C  6.7643  -30.4997  -10.7366  0.000
C  5.3268  -30.5704  -10.2182  0.000
C  7.8405  -26.9887  -11.1285  -0.001
H  7.5056  -30.9247  -10.0529  0.000
H  6.8540  -31.1790  -11.5911  0.000
H  4.7059  -30.2732  -11.0626  0.000
H  5.1803  -29.8248  -9.4383  0.000
H  5.1738  -31.6006  -9.8981  0.000
H  8.7491  -27.0155  -11.7385  0.000
H  7.9686  -26.1597  -10.4354  0.000
H  6.9435  -26.7763  -11.7065  0.000
O  4.9051  -28.0220  -15.2289  0.001
C  4.1561  -28.4774  -16.0143  0.001
O  2.9575  -29.0578  -15.6825  0.000
C  2.3532  -29.6281  -16.8503  0.000
C  2.9815  -28.8301  -17.9989  0.000
C  4.4001  -28.6122  -17.5011  0.000
H  1.3085  -29.3117  -16.8841  0.000
H  2.5002  -30.7042  -16.7719  0.000
H  2.4679  -27.8679  -18.0654  0.000
H  2.9490  -29.2148  -19.0192  0.000
H  4.8680  -27.6506  -17.7289  0.000
H  4.9655  -29.5338  -17.6415  0.000
O  1.1798  -29.0516  -11.7141  0.000
C  1.2381  -28.1155  -12.4789  0.000
O  1.8399  -26.9885  -12.1843  0.000
C  1.6189  -25.9577  -13.1680  0.000
C  0.8740  -26.6463  -14.3457  0.000
C  0.5481  -28.0167  -13.8352  0.000
H  2.6015  -25.5445  -13.3883  0.000
H  1.0035  -25.1692  -12.7304  0.000
H  1.5205  -26.6348  -15.2223  0.000
H  -0.0011  -26.0404  -14.5847  0.000
H  0.9517  -28.7815  -14.4875  0.000
H  -0.4701  -28.2164  -13.4916  0.000

Summary:
multiplicity	2
HOMO-LUMO gap (alpha / beta)	6.29 / 6.40	eV
⟨S²⟩	0.772
highest occupied orbital energy (alpha / beta)	-1.9 / -2.1	eV
charge	-2

---

Entry 2:
Below is a structure of composition C14H23F9O8V at a distorted geometry, with properties calculated with the ωB97M-V functional and the def2-TZVPD basis.

Last column: Löwdin spin population.
Atoms and positions in Å:
O  -0.0107  1.2900  -1.6343  -0.134
V  0.0829  0.2654  -0.4103  1.063
C  2.1028  0.4965  3.3006  -0.001
C  0.9758  0.3249  2.3135  0.004
O  1.2802  0.8292  1.0015  0.026
H  1.7767  0.2839  4.3237  0.000
H  2.5451  1.4608  3.2267  0.000
H  2.8790  -0.2678  3.0853  0.000
H  0.0699  0.8111  2.6877  0.001
H  0.8647  -0.8029  2.2344  0.000
C  -1.5565  2.2032  1.0744  0.002
O  -1.5711  2.0475  2.5369  0.001
O  -1.5891  1.0677  0.4400  0.014
C  -2.9088  3.1655  0.8047  -0.001
F  -3.9436  2.3952  0.5708  0.000
F  -3.2476  4.0048  1.8614  0.000
F  -2.7900  3.9857  -0.2775  0.000
C  -2.6601  1.3767  3.1262  0.000
C  -2.2110  0.8541  4.4716  0.000
H  -2.9218  0.1727  4.9724  0.000
H  -1.2531  0.3252  4.3848  0.000
H  -2.1101  1.7291  5.1437  0.000
H  -2.9881  0.5694  2.4515  0.000
H  -3.4872  2.1101  3.2883  0.000
H  -0.6727  2.8696  0.9403  0.000
C  -0.7305  -2.8064  -0.0359  0.002
O  -1.9279  -2.9551  -0.7702  0.000
O  -0.3356  -1.5670  -0.0718  0.013
C  -1.0591  -3.4023  1.3411  0.000
F  -0.0288  -3.1520  2.2464  0.000
F  -2.1730  -3.0334  1.9674  0.000
F  -1.2530  -4.7304  1.1736  0.000
C  -1.7877  -2.7497  -2.1696  0.000
C  -3.1110  -2.7671  -2.9089  0.000
H  -3.7784  -3.5095  -2.4572  0.000
H  -3.5746  -1.7728  -2.8194  0.000
H  -3.0365  -3.0313  -3.9510  0.000
H  -1.1802  -3.5658  -2.5659  0.000
H  -1.2749  -1.8529  -2.4720  0.000
H  0.0062  -3.4287  -0.5045  0.001
C  2.7557  -0.4799  -2.4458  0.001
O  3.1162  0.7619  -2.9945  0.000
O  1.6201  -0.6779  -1.7782  0.006
C  2.7591  -1.3268  -3.7217  0.000
F  1.8249  -0.9664  -4.5932  0.000
F  3.9527  -1.1945  -4.3304  0.000
F  2.6373  -2.6900  -3.5481  0.000
C  3.4618  1.7910  -2.0052  0.000
C  3.9852  2.9697  -2.8655  0.000
H  3.0993  3.4165  -3.2874  0.000
H  4.6059  3.6923  -2.2886  0.000
H  4.5683  2.5524  -3.6878  0.000
H  4.1675  1.4348  -1.2820  0.000
H  2.5286  2.1269  -1.4806  0.000
H  3.5068  -0.6534  -1.6115  0.000

Summary:
multiplicity	2
HOMO-LUMO gap (alpha / beta)	6.91 / 7.11	eV
⟨S²⟩	0.765
highest occupied orbital energy (alpha / beta)	-1.7 / -1.9	eV
charge	-2

---

Entry 3:
Below is a structure of composition C14H23FeN5SbSe5, with properties calculated with the ωB97M-V functional and the def2-TZVPD basis.

Last column: Löwdin spin population.
Atoms and positions in Å:
Fe  0.2312  0.0444  -0.3280  2.014
C  0.3980  -2.8238  -0.6348  0.006
C  1.7663  -2.5019  -0.0511  0.005
N  2.0200  -1.0393  -0.0186  0.011
C  2.5514  -0.5351  1.2560  0.002
C  1.4641  -0.5753  2.3071  0.000
N  0.1997  -0.0314  1.7505  -0.021
C  -1.0017  -0.8392  2.0724  0.000
C  -0.9794  -2.1604  1.3291  0.003
N  -0.6309  -1.9276  -0.0845  0.036
H  0.4183  -2.6683  -1.7092  0.002
H  0.1592  -3.8768  -0.4536  0.001
H  1.8591  -2.8914  0.9639  0.000
H  2.5285  -3.0096  -0.6430  0.001
H  2.6543  -0.7919  -0.7702  0.001
H  3.4332  -1.0880  1.5938  0.000
H  2.8555  0.4997  1.0913  0.001
H  1.2870  -1.5918  2.6570  0.000
H  1.7858  -0.0040  3.1784  0.000
H  0.0505  0.9040  2.1126  0.000
H  -1.1000  -1.0124  3.1484  -0.001
H  -1.8658  -0.2573  1.7488  0.000
H  -0.2557  -2.8496  1.7669  0.000
H  -1.9526  -2.6421  1.4301  0.001
H  -1.4587  -2.0075  -0.6632  0.003
C  -2.7262  1.9092  -3.1495  0.003
N  -1.5649  2.7513  -2.9125  0.001
C  -0.9120  2.9011  -1.7611  0.004
Se  -1.2658  2.0618  -0.1114  0.012
N  0.1234  3.7257  -1.9729  -0.001
C  0.1750  4.0962  -3.3136  -0.001
C  1.0567  4.8874  -4.0323  0.000
C  0.8158  5.0003  -5.3893  0.000
C  -0.2599  4.3431  -6.0012  0.000
C  -1.1391  3.5607  -5.2772  0.000
C  -0.9022  3.4623  -3.9148  0.000
H  -3.1915  1.6700  -2.1988  0.001
H  -2.4164  0.9922  -3.6542  0.003
H  -3.4331  2.4506  -3.7744  0.000
H  0.7477  4.0132  -1.2389  0.000
H  1.8930  5.3856  -3.5609  0.000
H  1.4788  5.6032  -5.9947  0.000
H  -0.3988  4.4442  -7.0689  0.000
H  -1.9563  3.0378  -5.7546  0.000
Se  1.0274  -3.5855  -4.2509  0.881
Sb  0.5992  -1.1691  -4.7744  0.014
Se  -1.2801  -1.0232  -6.2397  0.067
Se  2.8016  -0.0441  -4.9428  0.759
Se  0.4947  0.2971  -2.7173  0.193

Summary:
multiplicity	5
HOMO-LUMO gap (alpha / beta)	7.19 / 5.55	eV
⟨S²⟩	6.059
highest occupied orbital energy (alpha / beta)	-10.5 / -10.5	eV
charge	+1

---

Entry 4:
Below is a structure of composition C14H23N2PSeV at a distorted geometry, with properties calculated with the ωB97M-V functional and the def2-TZVPD basis.

Last column: Löwdin spin population.
Atoms and positions in Å:
C  0.3477  3.5345  -1.3967  0.019
C  -0.9256  3.1143  -0.9802  -0.005
C  -1.1064  1.9003  -0.2814  0.016
C  0.0151  1.1720  0.0767  -0.021
C  1.2856  1.5798  -0.3518  0.010
C  1.4605  2.7574  -1.0898  -0.006
C  -2.4828  1.3640  -0.0373  0.013
C  -2.6498  -0.1235  0.3075  0.043
N  -1.8158  -1.0660  -0.4838  0.031
V  -0.5783  -0.5918  1.0878  2.366
C  2.4698  0.7209  -0.0161  -0.025
P  1.9518  -1.0033  0.2102  -0.088
H  -1.7797  3.7170  -1.2538  -0.001
H  2.4544  3.0381  -1.4461  -0.001
H  0.4741  4.4338  -1.9854  0.001
H  2.9627  1.0088  0.9282  0.000
H  3.2546  0.7504  -0.7862  -0.005
H  -3.0015  1.9624  0.7198  0.001
H  -3.0456  1.5005  -0.9656  0.003
H  -2.4757  -0.5037  1.3737  0.010
C  2.7782  -1.6975  1.6440  -0.010
C  2.6267  -1.8642  -1.2231  -0.006
H  -3.7399  -0.3128  0.1602  0.012
C  -1.4696  -0.6851  -1.8801  0.003
C  -2.5390  -2.3585  -0.4560  0.007
H  1.1865  0.0891  4.7578  0.025
H  -1.9723  -1.4068  -2.5316  0.001
H  -1.8208  0.3171  -2.1298  0.000
H  -0.3889  -0.7618  -2.0884  -0.001
H  -2.9193  -2.5439  -1.4575  0.001
H  -1.9151  -3.2085  -0.1450  -0.001
H  -3.4114  -2.3054  0.2118  0.001
H  3.7186  -1.7990  -1.2481  0.000
H  2.3352  -2.9145  -1.1917  -0.002
H  2.2336  -1.4262  -2.1425  -0.001
H  3.8430  -1.8892  1.4291  -0.004
H  2.6668  -1.0047  2.4926  -0.001
H  2.2847  -2.6463  1.9074  0.000
H  0.5757  -1.4981  0.0504  -0.021
Se  -1.7724  0.6885  3.2275  0.262
C  -0.1044  0.0545  3.2001  0.265
N  0.9890  -0.0928  3.7834  0.110

Summary:
multiplicity	4
HOMO-LUMO gap (alpha / beta)	5.96 / 4.84	eV
⟨S²⟩	3.933
highest occupied orbital energy (alpha / beta)	-5.7 / -4.9	eV
charge	0

---

Entry 5:
Below is an isolated molecule of C14H23N3O3S2 at a distorted geometry, with properties calculated with the ωB97M-V functional and the def2-TZVPD basis.

Last column: Mulliken charge in e.
Atoms and positions in Å:
C  -2.8869  -0.8800  -2.7161  -1.636
C  -1.9254  -0.3899  -1.6344  -0.025
N  -2.3808  -0.7452  -0.3030  0.287
C  -2.7020  -2.1326  -0.0417  -1.002
C  -1.4987  -3.0605  -0.2732  -0.600
O  -0.4412  -2.7082  0.5885  -0.447
C  -2.5264  0.1686  0.6758  0.071
S  -3.5186  -0.0294  1.9843  -0.429
N  -1.8840  1.3873  0.5466  -0.100
C  -0.5422  1.5609  0.2195  -0.597
C  0.3257  0.4724  0.1688  -0.735
C  1.6310  0.6540  -0.2330  0.228
S  2.6943  -0.7836  -0.3358  1.196
O  3.7858  -0.4973  -1.2158  -0.747
O  1.8711  -1.9273  -0.6453  -0.822
N  3.3255  -1.0143  1.1906  0.037
C  4.3089  -0.0279  1.5653  -0.925
C  2.3645  -1.3307  2.2198  -0.673
C  2.1229  1.9073  -0.5364  -0.723
C  1.2737  2.9982  -0.4269  -0.776
C  -0.0560  2.8494  -0.0608  1.189
C  -0.9709  4.0319  0.0278  -1.701
H  -2.8657  -1.9612  -2.8159  0.345
H  -2.5959  -0.4458  -3.6690  0.461
H  -3.9032  -0.5665  -2.4886  0.359
H  -1.8701  0.6979  -1.6924  0.369
H  -0.9201  -0.7864  -1.8200  0.167
H  -2.9957  -2.2024  1.0074  0.457
H  -3.5419  -2.4602  -0.6599  0.349
H  -1.1813  -3.0281  -1.3191  0.323
H  -1.8232  -4.0857  -0.0466  0.423
H  0.3877  -2.6285  0.0839  0.351
H  -2.2880  2.1019  1.1394  0.374
H  -0.0141  -0.5115  0.4464  1.046
H  4.9286  0.1630  0.6931  0.344
H  4.9285  -0.4268  2.3683  0.334
H  3.8470  0.9094  1.9020  0.330
H  1.6613  -2.0589  1.8262  0.176
H  2.8890  -1.7678  3.0697  0.383
H  1.8162  -0.4431  2.5601  0.301
H  3.1441  2.0120  -0.8633  0.534
H  1.6479  3.9865  -0.6494  0.381
H  -0.4724  4.9292  -0.3276  0.399
H  -1.8672  3.8691  -0.5693  0.346
H  -1.2815  4.2010  1.0597  0.375

Summary:
HOMO-LUMO gap	8.57	eV
highest occupied orbital energy	-8.1	eV
SMILES	CCN(CCO)C(=S)Nc1cc(S(=O)(=O)N(C)C)ccc1C
charge	0